Entry 1:
This record from the Open Molecules 2025 dataset describes a molecular structure, C2H7N4S at a distorted geometry. The level of theory is ωB97M-V/def2-TZVPD.

Properties
Energy above the lowest of the compared OMol25 structures with the same formula, charge and spin, eV: 3.589
Net charge: +1
Highest occupied orbital energy, eV: -13.478

Structure (XYZ):
```
14
Properties=species:S:1:pos:R:3:forces:R:3
H -2.0349 -2.1246 0.3278 0.14 0.80 -1.98
N -1.6927 -1.3815 -0.3419 0.67 -0.38 2.59
H 1.2865 1.3061 1.3665 -0.28 0.89 -0.07
N -0.5191 -0.8815 0.1120 1.56 2.04 -3.09
S 0.1097 -0.1641 -2.6893 0.17 0.15 1.64
C 0.2180 0.2641 -1.1351 -1.00 1.07 1.38
H 0.0649 -2.0357 1.6166 -0.15 -1.58 1.61
H 0.9139 2.1531 -1.2856 -0.34 -2.08 2.54
H 0.6453 2.7865 0.9162 0.00 -0.01 -0.09
N 0.5408 1.7826 0.8424 0.19 -1.10 0.25
N 0.6849 1.3950 -0.4984 -0.24 0.00 -4.15
H -1.6997 -1.3481 -1.3610 -0.40 -0.59 0.25
C 0.2838 -1.2158 1.0317 1.03 2.55 -1.18
H 1.1986 -0.5361 1.0981 -1.35 -1.77 0.29
```
Forces are in eV/Å.

***

Entry 2:
This record from the Open Molecules 2025 dataset describes a molecular structure, C22H33BF9N3O8S2 at a distorted geometry. The level of theory is ωB97M-V/def2-TZVPD.

Properties
Highest occupied orbital energy, eV: -8.089

Structure (XYZ):
```
78
Properties=species:S:1:pos:R:3:forces:R:3
S 6.8926 -0.3145 -3.3129 -0.14 1.80 1.68
H -7.9042 -0.7494 2.9817 1.32 1.71 0.87
S 6.1862 -0.0854 -5.8402 -1.38 2.21 -1.29
C 2.5534 -1.4555 0.1887 0.82 -0.54 -2.10
C 3.0108 -0.1836 -0.7914 -0.58 -0.41 0.75
H -0.8284 1.4387 4.7991 -0.65 1.05 -2.34
H 1.6167 0.8518 -2.2894 -0.05 -0.30 2.52
O -7.2061 -0.0222 3.1448 2.18 -3.12 -1.40
H 0.6560 0.2059 -0.7787 2.16 0.74 -0.53
H 2.5892 -2.4105 -0.5254 -0.10 1.88 1.68
C 2.9989 -1.3434 2.5914 1.22 -0.66 1.36
C 2.2241 2.3316 1.0745 0.33 1.37 0.46
F 7.2686 -2.8453 -2.5713 0.18 1.18 0.03
C -2.6201 0.2351 -1.3983 -0.55 -0.05 0.98
C -1.8353 1.0319 1.1533 -3.82 -1.81 2.08
H 3.5232 -0.3498 2.9934 -1.38 -1.88 -1.00
C -3.4592 0.5471 3.3641 1.32 0.20 -2.85
O 3.5219 -1.7089 1.2661 -2.84 0.89 0.65
C -5.2391 -1.0375 -0.1214 -0.44 0.50 -2.10
F -8.2254 -0.7079 0.4217 2.16 3.95 -1.67
H 3.8370 0.4451 -0.2198 -1.76 -1.33 -1.30
F 7.8540 -1.3367 -7.4981 -1.12 0.42 0.39
H -5.9053 -1.8713 0.3519 1.31 1.92 -0.41
C 6.5163 -1.1735 -7.2668 0.79 -1.89 -1.82
H 0.5865 2.6453 -0.5600 2.22 -0.67 0.28
H -6.3668 -0.3377 -1.9796 0.25 1.09 2.39
O -1.2902 -1.2073 -3.0280 -3.98 -0.26 8.40
H -6.4379 -3.0387 3.3662 1.27 1.45 1.11
H -4.6350 -2.5292 3.9634 -2.62 0.44 -0.43
N 6.9491 -0.9582 -4.7598 -0.48 0.79 0.40
C 1.0782 2.8707 2.1429 0.28 -0.81 -0.16
C -6.1211 0.1421 -0.9141 -0.63 -1.74 -0.83
H 1.4413 1.3075 3.9062 -1.81 0.73 -1.69
H 3.4853 -0.6242 -1.7777 -0.98 1.13 2.14
O 7.6737 0.9086 -3.1130 -0.83 -1.65 -0.46
F -7.3858 1.6355 0.6644 -1.19 -4.11 -2.29
C -2.9878 0.2706 0.2329 1.29 1.13 2.16
H -5.4743 1.1031 -1.1501 -1.71 -1.86 1.03
H -0.8538 1.4874 0.6581 -2.46 -1.21 0.97
H -6.1266 -1.9828 4.9847 0.45 -0.74 -2.41
H -3.5873 0.4684 -2.0579 2.24 -0.86 1.39
H 3.1029 3.1203 1.1008 -1.69 -1.73 -0.08
H -1.0132 3.0570 3.6842 0.11 -2.70 0.14
B -5.9167 -0.7371 3.0797 -1.81 -0.76 0.61
O 4.7252 -0.0505 -5.7361 1.68 -0.42 0.12
H 1.8324 -1.3128 2.6764 2.15 0.11 -0.43
H -2.9633 1.1122 5.3772 -0.98 -0.63 -1.01
F 6.0169 -2.4334 -7.0868 0.21 1.16 0.09
C 1.6798 0.7194 -1.1089 0.17 0.72 -1.14
H -4.6554 -1.5929 -1.0045 -0.90 1.30 2.33
O 6.8057 1.1920 -6.2020 -0.45 -1.77 0.59
H -1.8627 1.1270 -1.6183 -1.54 -2.14 0.60
F 5.9799 -0.7126 -8.4330 0.30 -0.02 1.36
C -0.8661 1.8733 3.6924 0.36 -0.91 -0.07
H -0.9365 -2.2839 -0.4772 -1.58 -0.26 -0.80
C -7.5695 0.4550 -0.2162 -0.67 1.83 -1.33
H 0.1355 3.2900 1.5473 1.91 -0.94 1.31
H 1.4764 3.7660 2.8220 -0.86 -2.11 -1.39
H -4.6128 1.2031 4.9809 0.94 -0.63 0.03
O 5.5884 -0.3249 -2.6452 1.24 -0.30 -0.87
C -2.0536 1.1577 2.7829 -1.99 -1.44 -2.71
C -4.5430 -0.1920 2.3262 3.17 2.19 -0.12
H 2.3413 2.9589 -1.1751 -1.28 -1.76 1.62
C -5.7800 -2.2083 3.8653 0.76 0.70 0.73
N -3.7451 0.6355 4.8634 0.05 0.70 -3.16
N -4.2812 -0.3376 0.8123 3.82 2.23 3.06
C 1.7015 2.2336 -0.4771 -0.28 0.03 -0.39
F 8.0092 -1.3809 -1.1278 -0.44 0.23 -1.27
C 7.8511 -1.6130 -2.4629 1.53 -2.16 0.77
F -8.5049 0.9015 -1.3156 2.74 -1.45 3.79
H 1.4401 -1.3500 0.5328 2.01 -0.01 -0.13
O -1.8849 -2.2683 -0.8324 1.59 3.05 -1.75
C 0.6432 1.5432 3.0625 -0.35 0.88 -0.71
F 9.1093 -1.7531 -2.9793 -1.18 0.44 0.33
C -1.8791 -1.1778 -1.8235 2.80 0.25 -5.45
H 0.6405 0.5889 2.3580 -0.23 2.02 1.49
H 3.3635 -2.1963 3.3424 -0.79 1.79 -1.63
H 2.6522 1.3376 1.5195 -0.81 1.77 -1.18
```
Forces are in eV/Å.